[1]
{
  "formula": "CH4NO2",
  "method": "ωB97M-V with the def2-TZVPD basis set",
  "species": ["C", "N", "O", "O", "H", "H", "H", "H"],
  "xyz": [[-1.00, 0.13, -0.16], [1.12, 0.61, -0.06], [1.54, -0.72, 0.08], [-0.96, -1.12, 0.11], [-1.13, 0.29, -1.23], [-1.46, 0.79, 0.50], [1.15, 1.16, 0.87], [0.73, -1.14, -0.10]],
  "molar_mass_g_mol": 62.0,
  "largest_force_ha_per_bohr": 0.06708,
  "gap_ev": 7.14,
  "energy_ha": -245.62846,
  "total_charge": -1,
  "homo_ev": -2.26,
  "de_lowest_kj_mol": 444.1
}

***

[2]
{
  "formula": "C39H66F2NO17",
  "method": "ωB97M-V with the def2-TZVPD basis set",
  "species": ["C", "C", "C", "C", "C", "C", "C", "C", "C", "C", "C", "C", "C", "C", "C", "N", "C", "F", "C", "C", "C", "C", "C", "C", "C", "F", "C", "O", "O", "H", "H", "H", "H", "H", "H", "H", "H", "H", "H", "H", "H", "H", "H", "H", "H", "H", "H", "H", "H", "H", "H", "H", "H", "H", "H", "H", "H", "H", "H", "H", "H", "H", "H", "H", "H", "H", "H", "H", "H", "H", "H", "H", "H", "H", "H", "C", "C", "O", "C", "O", "O", "H", "H", "H", "H", "C", "C", "O", "C", "O", "O", "H", "H", "H", "H", "C", "C", "O", "C", "O", "O", "H", "H", "H", "H", "C", "C", "O", "C", "O", "O", "H", "H", "H", "H", "C", "C", "O", "C", "O", "O", "H", "H", "H", "H"],
  "xyz": [[2.89, -2.03, 2.04], [2.64, -2.26, 0.55], [3.71, -1.58, -0.35], [3.11, -0.59, -1.34], [2.99, 0.84, -0.75], [1.57, 1.42, -0.82], [1.19, 2.29, 0.40], [0.62, 3.64, -0.01], [-0.03, 4.44, 1.14], [-1.52, 4.75, 0.86], [-2.47, 3.88, 1.69], [-3.65, 3.27, 0.89], [-3.23, 2.43, -0.35], [-2.11, 1.45, -0.09], [-2.55, 0.06, 0.36], [-3.52, -0.59, -0.53], [-4.59, -1.20, 0.14], [-4.17, -2.02, 1.24], [-5.62, -0.22, 0.69], [-6.48, 0.38, -0.42], [-2.86, -1.42, -1.58], [-3.76, -1.39, -2.82], [-2.62, -2.86, -1.14], [-1.82, -3.70, -2.14], [-0.48, -4.17, -1.62], [-2.58, -4.87, -2.42], [-1.46, -0.82, -2.00], [-1.44, -0.04, -2.96], [-0.51, -1.21, -1.31], [3.90, -2.32, 2.32], [2.76, -0.97, 2.28], [2.17, -2.59, 2.64], [1.66, -1.87, 0.30], [2.62, -3.33, 0.35], [4.43, -1.09, 0.31], [4.25, -2.37, -0.88], [3.79, -0.55, -2.19], [2.13, -0.95, -1.67], [3.63, 1.48, -1.34], [3.35, 0.80, 0.28], [1.48, 2.02, -1.72], [0.86, 0.60, -0.92], [0.48, 1.74, 1.02], [2.08, 2.44, 1.01], [1.44, 4.22, -0.43], [-0.09, 3.49, -0.82], [0.52, 5.37, 1.28], [0.05, 3.90, 2.08], [-1.74, 5.81, 1.04], [-1.69, 4.58, -0.20], [-2.86, 4.41, 2.57], [-1.90, 3.05, 2.11], [-4.26, 2.69, 1.58], [-4.28, 4.09, 0.54], [-2.93, 3.12, -1.13], [-4.12, 1.92, -0.73], [-1.44, 1.83, 0.67], [-1.50, 1.36, -0.98], [-1.69, -0.58, 0.52], [-3.02, 0.18, 1.34], [-5.10, -1.88, -0.54], [-6.23, -0.78, 1.39], [-5.09, 0.53, 1.27], [-6.11, 0.06, -1.40], [-7.50, 0.04, -0.33], [-6.46, 1.47, -0.41], [-3.81, -0.36, -3.15], [-4.78, -1.71, -2.59], [-3.34, -1.95, -3.65], [-2.08, -2.88, -0.20], [-3.55, -3.40, -0.97], [-1.71, -3.20, -3.10], [0.30, -3.45, -1.81], [-0.59, -4.38, -0.56], [-0.26, -5.13, -2.10], [-4.72, 1.49, 4.52], [-5.78, 2.04, 5.44], [-5.31, 3.39, 5.68], [-4.49, 3.73, 4.65], [-4.04, 4.81, 4.45], [-4.24, 2.68, 3.88], [-5.10, 0.80, 3.78], [-3.88, 1.03, 5.04], [-6.76, 2.10, 4.96], [-5.88, 1.50, 6.37], [0.44, -1.24, 2.77], [0.20, 0.25, 2.63], [-1.12, 0.39, 3.17], [-1.37, -0.64, 3.99], [-2.32, -0.72, 4.70], [-0.39, -1.57, 3.90], [1.47, -1.50, 2.98], [0.09, -1.80, 1.90], [0.89, 0.84, 3.24], [0.24, 0.60, 1.60], [4.79, -0.39, -5.68], [6.12, -0.78, -6.31], [6.90, -1.14, -5.17], [6.06, -1.48, -4.17], [6.40, -1.99, -3.15], [4.78, -1.18, -4.50], [3.93, -0.62, -6.31], [4.76, 0.67, -5.40], [6.03, -1.65, -6.97], [6.59, 0.04, -6.86], [1.70, -6.79, 0.37], [1.13, -5.81, 1.36], [1.94, -6.04, 2.52], [3.12, -6.57, 2.11], [4.07, -6.73, 2.81], [3.06, -6.91, 0.80], [1.65, -6.44, -0.66], [1.23, -7.77, 0.43], [1.26, -4.77, 1.04], [0.09, -5.99, 1.58], [5.99, 4.33, -0.84], [6.77, 4.96, -1.98], [6.85, 3.89, -2.92], [5.82, 3.03, -2.68], [5.51, 2.14, -3.39], [5.20, 3.35, -1.52], [5.34, 5.03, -0.32], [6.63, 3.83, -0.12], [6.23, 5.79, -2.44], [7.76, 5.29, -1.69]],
  "molar_mass_g_mol": 858.9,
  "largest_force_ha_per_bohr": 0.04578,
  "gap_ev": 7.38,
  "energy_ha": -3059.30732,
  "total_charge": -1,
  "homo_ev": -5.50
}

***

[3]
{
  "formula": "C13H18N2ORhSe2Te2",
  "method": "ωB97M-V with the def2-TZVPD basis set",
  "species": ["Rh", "Se", "Te", "Te", "Se", "C", "N", "C", "C", "N", "H", "H", "H", "H", "H", "H", "C", "C", "C", "C", "C", "C", "C", "O", "C", "C", "C", "H", "H", "H", "H", "H", "H", "H", "H", "H", "H", "H", "H"],
  "xyz": [[1.56, 2.93, -0.34], [3.86, 2.54, -0.46], [5.25, 4.53, -0.42], [3.51, 6.44, -0.29], [1.39, 5.23, -0.28], [-3.56, 2.88, -1.89], [-2.91, 3.21, -0.62], [-3.72, 3.34, 0.59], [-1.61, 3.07, -0.51], [-0.47, 2.96, -0.41], [-4.41, 3.56, -2.02], [-3.92, 1.85, -1.89], [-2.86, 3.03, -2.70], [-4.56, 4.00, 0.37], [-3.12, 3.77, 1.39], [-4.10, 2.36, 0.91], [0.84, -5.59, 0.40], [0.85, -4.09, 0.38], [1.66, -3.40, -0.52], [1.69, -2.01, -0.56], [2.60, -1.36, -1.57], [0.87, -1.29, 0.34], [0.86, 0.15, 0.36], [1.51, 0.86, -0.41], [0.05, -1.98, 1.27], [-0.86, -1.33, 2.28], [0.06, -3.37, 1.26], [1.51, -6.01, -0.34], [-0.17, -5.96, 0.21], [1.14, -5.96, 1.38], [2.28, -3.95, -1.21], [3.12, -2.13, -2.13], [3.33, -0.72, -1.09], [2.05, -0.74, -2.27], [0.23, 0.64, 1.10], [-0.87, -0.25, 2.28], [-0.58, -1.65, 3.28], [-1.89, -1.67, 2.12], [-0.57, -3.90, 1.96]],
  "molar_mass_g_mol": 734.3,
  "largest_force_ha_per_bohr": 0.02073,
  "gap_ev": [5.30, 5.30],
  "energy_ha": -6140.16065,
  "total_charge": 1,
  "homo_ev": [-10.49, -10.49]
}

***

[4]
{
  "formula": "C39H41FKN14O3S",
  "method": "ωB97M-V with the def2-TZVPD basis set",
  "species": ["K", "N", "C", "N", "C", "N", "N", "C", "N", "C", "C", "C", "C", "C", "N", "H", "H", "H", "H", "H", "H", "H", "H", "C", "C", "N", "C", "C", "C", "O", "O", "C", "O", "C", "C", "C", "F", "C", "C", "C", "N", "C", "C", "N", "C", "C", "H", "H", "H", "H", "H", "H", "H", "H", "H", "H", "H", "H", "H", "H", "H", "H", "H", "H", "N", "C", "C", "C", "C", "C", "C", "N", "C", "C", "C", "C", "N", "C", "C", "H", "H", "H", "H", "H", "H", "H", "H", "H", "S", "C", "N", "C", "C", "N", "H", "H", "H", "H", "H", "H"],
  "xyz": [[0.10, 1.12, 0.90], [-1.28, -1.19, -1.23], [-0.07, -1.72, -1.00], [0.42, -2.56, -1.93], [1.54, -3.18, -1.59], [2.05, -4.08, -2.45], [2.21, -2.99, -0.45], [1.68, -2.09, 0.37], [0.55, -1.43, 0.16], [2.44, -1.86, 1.63], [3.04, -2.96, 2.25], [3.77, -2.74, 3.41], [3.90, -1.45, 3.88], [3.29, -0.42, 3.18], [2.56, -0.62, 2.08], [-1.62, -1.32, -2.17], [-1.55, -0.33, -0.75], [1.71, -4.11, -3.40], [2.96, -4.47, -2.24], [2.92, -3.94, 1.83], [4.23, -3.57, 3.93], [4.47, -1.23, 4.78], [3.39, 0.61, 3.50], [-4.02, 1.99, -5.80], [-2.66, 2.67, -5.70], [-1.83, 2.10, -4.64], [-2.09, 2.48, -3.35], [-1.38, 2.06, -2.28], [-1.99, 2.32, -0.91], [-2.59, 3.40, -0.77], [-1.90, 1.36, -0.10], [-0.16, 1.31, -2.46], [0.68, 1.13, -1.58], [-0.04, 0.74, -3.81], [0.93, -0.24, -4.04], [0.97, -0.89, -5.24], [1.92, -1.84, -5.44], [0.06, -0.62, -6.26], [-0.85, 0.41, -6.07], [-0.91, 1.11, -4.86], [0.00, -1.36, -7.48], [0.48, -0.71, -8.68], [-0.15, -1.36, -9.90], [0.18, -2.83, -9.88], [-0.32, -3.47, -8.62], [0.35, -2.77, -7.44], [-4.61, 2.43, -6.61], [-4.58, 2.12, -4.87], [-3.91, 0.92, -5.99], [-2.79, 3.73, -5.48], [-2.12, 2.61, -6.64], [-2.92, 3.16, -3.20], [1.63, -0.47, -3.26], [-1.55, 0.62, -6.86], [1.58, -0.76, -8.76], [0.20, 0.34, -8.66], [0.23, -0.93, -10.82], [-1.23, -1.26, -9.86], [1.19, -2.93, -9.91], [-0.21, -3.29, -10.70], [-0.09, -4.53, -8.64], [-1.40, -3.33, -8.57], [1.43, -2.95, -7.49], [-0.02, -3.21, -6.51], [1.26, -0.21, 8.67], [1.65, 0.21, 9.92], [1.75, -0.43, 11.15], [2.20, 0.32, 12.21], [2.54, 1.67, 12.06], [2.44, 2.31, 10.84], [2.00, 1.57, 9.75], [1.82, 1.94, 8.44], [1.38, 0.87, 7.83], [1.04, 0.83, 6.40], [1.36, 1.93, 5.60], [1.03, 1.89, 4.26], [0.40, 0.87, 3.68], [0.10, -0.17, 4.45], [0.40, -0.25, 5.80], [0.95, -1.13, 8.42], [1.49, -1.48, 11.27], [2.30, -0.14, 13.19], [2.88, 2.23, 12.93], [2.70, 3.36, 10.72], [1.85, 2.78, 6.05], [1.27, 2.73, 3.62], [-0.41, -1.00, 3.96], [0.12, -1.13, 6.36], [-1.17, 4.09, 2.91], [-2.51, 3.11, 2.93], [-3.64, 3.27, 2.22], [-4.54, 2.13, 2.40], [-3.99, 1.46, 3.67], [-2.65, 2.03, 3.74], [-3.54, 3.63, 1.26], [-4.48, 1.46, 1.54], [-5.57, 2.47, 2.52], [-3.96, 0.38, 3.57], [-4.59, 1.72, 4.55], [-2.09, 1.96, 4.57]],
  "molar_mass_g_mol": 844.0,
  "largest_force_ha_per_bohr": 0.04493,
  "gap_ev": 5.48,
  "energy_ha": -3601.06062,
  "total_charge": 1,
  "homo_ev": -8.72,
  "de_lowest_kj_mol": 93.4
}

***

[5]
{
  "formula": "C61H50Br4Cl3FN8O8S3Ti",
  "method": "ωB97M-V with the def2-TZVPD basis set",
  "species": ["Ti", "C", "C", "N", "C", "C", "C", "O", "O", "C", "O", "C", "C", "C", "F", "C", "C", "C", "N", "C", "C", "N", "C", "C", "H", "H", "H", "H", "H", "H", "H", "H", "H", "H", "H", "H", "H", "H", "H", "H", "H", "H", "O", "C", "C", "C", "C", "C", "C", "C", "O", "N", "N", "C", "S", "C", "C", "S", "H", "H", "H", "H", "H", "H", "H", "H", "H", "Br", "C", "C", "Br", "C", "Br", "C", "O", "C", "O", "C", "Br", "Cl", "C", "C", "C", "C", "C", "C", "N", "C", "C", "N", "C", "O", "C", "C", "C", "Cl", "S", "C", "C", "C", "Cl", "C", "H", "H", "H", "H", "H", "H", "H", "H", "H", "H", "H", "H", "H", "N", "C", "C", "C", "C", "C", "C", "C", "C", "C", "C", "C", "C", "C", "H", "H", "H", "H", "H", "H", "H", "H", "H", "H"],
  "xyz": [[-0.08, -0.01, -0.67], [4.20, 6.34, -1.62], [3.25, 5.89, -2.73], [2.31, 4.88, -2.28], [2.62, 3.55, -2.51], [1.92, 2.53, -1.97], [2.33, 1.12, -2.27], [3.33, 0.92, -2.96], [1.60, 0.18, -1.77], [0.81, 2.82, -1.12], [0.14, 1.89, -0.50], [0.45, 4.17, -0.91], [-0.67, 4.51, -0.13], [-0.94, 5.84, 0.15], [-2.02, 6.08, 0.94], [-0.18, 6.88, -0.34], [0.90, 6.54, -1.19], [1.23, 5.22, -1.47], [-0.33, 8.27, -0.04], [0.78, 8.87, 0.67], [0.67, 8.67, 2.18], [-0.59, 9.31, 2.65], [-1.78, 8.73, 1.95], [-1.60, 8.80, 0.43], [4.89, 7.10, -1.98], [4.78, 5.48, -1.26], [3.63, 6.74, -0.78], [3.82, 5.46, -3.55], [2.70, 6.74, -3.13], [3.46, 3.35, -3.16], [-1.29, 3.72, 0.27], [1.45, 7.36, -1.63], [0.81, 9.94, 0.46], [1.72, 8.43, 0.33], [1.50, 9.14, 2.73], [0.63, 7.61, 2.41], [-0.53, 10.35, 2.47], [-0.69, 9.19, 3.71], [-2.65, 9.30, 2.28], [-1.88, 7.71, 2.28], [-1.66, 9.85, 0.13], [-2.42, 8.27, -0.04], [1.12, -5.04, 1.98], [2.18, -4.34, 1.57], [3.43, -4.96, 1.63], [4.56, -4.29, 1.20], [4.48, -3.00, 0.71], [3.25, -2.37, 0.67], [2.09, -3.01, 1.10], [0.81, -2.25, 0.96], [0.91, -1.01, 0.62], [-0.28, -2.93, 1.21], [-1.46, -2.35, 0.86], [-2.49, -2.76, 1.45], [-4.09, -2.24, 0.92], [-4.81, -2.51, 2.56], [-4.30, -3.86, 3.04], [-2.50, -3.89, 2.84], [0.32, -4.45, 1.77], [3.47, -5.98, 1.99], [5.52, -4.81, 1.24], [5.37, -2.49, 0.34], [3.15, -1.36, 0.28], [-5.89, -2.48, 2.46], [-4.47, -1.71, 3.22], [-4.74, -4.67, 2.46], [-4.52, -4.01, 4.10], [-5.76, 2.95, 1.98], [-4.48, 2.25, 0.76], [-4.61, 2.47, -0.60], [-6.05, 3.49, -1.29], [-3.64, 1.93, -1.48], [-3.72, 2.19, -3.35], [-2.57, 1.19, -1.02], [-1.65, 0.64, -1.76], [-2.43, 0.99, 0.39], [-1.38, 0.30, 0.78], [-3.39, 1.51, 1.25], [-3.16, 1.12, 3.09], [1.68, 6.71, 5.10], [1.82, 5.01, 5.44], [0.68, 4.26, 5.66], [0.81, 2.90, 5.90], [2.04, 2.26, 5.92], [2.07, 0.77, 6.13], [2.69, -0.04, 4.97], [2.41, 0.58, 3.70], [3.32, 1.04, 2.76], [2.58, 1.64, 1.79], [1.24, 1.58, 2.11], [1.18, 0.95, 3.24], [2.73, 0.45, 7.35], [2.17, -0.65, 8.05], [0.71, -0.47, 8.38], [0.26, 0.33, 9.37], [1.21, 1.25, 10.45], [-1.46, 0.39, 9.45], [-1.59, -0.69, 8.12], [-0.38, -1.06, 7.66], [3.17, 3.06, 5.74], [4.77, 2.40, 5.87], [3.06, 4.43, 5.50], [-0.29, 4.73, 5.63], [-0.08, 2.30, 6.06], [1.02, 0.46, 6.20], [2.28, -1.05, 4.98], [3.76, -0.10, 5.11], [4.38, 0.88, 2.88], [2.91, 2.09, 0.87], [0.26, 0.71, 3.77], [2.75, -0.72, 8.96], [2.30, -1.58, 7.49], [-2.57, -0.96, 7.75], [-0.25, -1.74, 6.82], [3.95, 5.02, 5.35], [-0.30, -1.59, -1.74], [-0.57, -2.14, -2.84], [-1.05, -1.39, -4.05], [-2.07, -1.92, -4.84], [-2.55, -1.21, -5.94], [-1.99, 0.02, -6.26], [-0.96, 0.54, -5.49], [-0.50, -0.16, -4.39], [-0.36, -3.63, -3.01], [0.24, -4.14, -4.15], [0.58, -5.48, -4.24], [0.30, -6.34, -3.18], [-0.33, -5.84, -2.04], [-0.65, -4.50, -1.96], [-2.50, -2.88, -4.59], [-3.36, -1.62, -6.53], [-2.37, 0.58, -7.11], [-0.53, 1.50, -5.73], [0.30, 0.23, -3.77], [0.45, -3.47, -4.98], [1.08, -5.86, -5.12], [0.58, -7.38, -3.23], [-0.55, -6.50, -1.21], [-1.12, -4.10, -1.06]],
  "molar_mass_g_mol": 1612.2,
  "largest_force_ha_per_bohr": 0.02574,
  "s2": 2.04,
  "gap_ev": [3.16, 5.68],
  "energy_ha": -17215.19722,
  "spin_multiplicity": 3,
  "total_charge": -2,
  "homo_ev": [-0.20, -2.71]
}

***

[6]
{
  "formula": "C4H8O3",
  "method": "ωB97M-V with the def2-TZVPD basis set",
  "species": ["O", "C", "C", "O", "C", "C", "O", "H", "H", "H", "H", "H", "H", "H", "H"],
  "xyz": [[1.11, -0.91, -1.12], [0.61, -0.60, -0.05], [1.55, -0.08, 1.03], [2.86, -0.03, 0.54], [-0.90, -0.72, 0.09], [-1.59, 0.37, -0.74], [-1.21, 1.61, -0.19], [1.22, 0.93, 1.33], [1.50, -0.73, 1.92], [2.78, -0.33, -0.38], [-1.19, -1.69, -0.32], [-1.23, -0.65, 1.13], [-1.28, 0.29, -1.79], [-2.68, 0.22, -0.70], [-1.54, 2.32, -0.76]],
  "molar_mass_g_mol": 104.1,
  "largest_force_ha_per_bohr": 0.01155,
  "gap_ev": 10.94,
  "smiles": "O=C(CO)CCO",
  "energy_ha": -382.91547,
  "total_charge": 0,
  "homo_ev": -10.25,
  "de_lowest_kj_mol": 129.6
}

***

[7]
{
  "formula": "C8H16N2",
  "method": "ωB97M-V with the def2-TZVPD basis set",
  "species": ["C", "C", "C", "C", "C", "C", "N", "N", "C", "C", "H", "H", "H", "H", "H", "H", "H", "H", "H", "H", "H", "H", "H", "H", "H", "H"],
  "xyz": [[2.27, -0.10, 1.22], [1.16, -0.42, 0.22], [1.73, -0.50, -1.20], [0.03, 0.63, 0.26], [-0.52, 0.91, 1.66], [0.52, 1.88, -0.26], [0.95, 2.90, -0.58], [-1.11, 0.05, -0.73], [-1.81, 1.12, -1.41], [-2.03, -0.83, -0.06], [2.61, 0.93, 1.11], [1.93, -0.25, 2.25], [3.12, -0.76, 1.04], [0.72, -1.39, 0.47], [2.22, 0.43, -1.47], [2.47, -1.30, -1.25], [0.94, -0.70, -1.91], [-0.76, -0.01, 2.18], [0.22, 1.46, 2.24], [-1.41, 1.53, 1.60], [-2.37, 1.79, -0.73], [-1.11, 1.72, -1.99], [-2.53, 0.67, -2.10], [-1.49, -1.60, 0.48], [-2.72, -0.32, 0.62], [-2.63, -1.32, -0.84]],
  "molar_mass_g_mol": 140.2,
  "largest_force_ha_per_bohr": 0.05615,
  "gap_ev": 9.70,
  "smiles": "CC(C)[C@@](C)(C#N)N(C)C",
  "energy_ha": -423.90368,
  "total_charge": 0,
  "homo_ev": -8.91,
  "de_lowest_kj_mol": 94.4
}